1.
Formula: C2H20F6O16S2
Source: OMol25
Level of theory: ωB97M-V/def2-TZVPD

Summary:
Total charge: -2
Relative energy (zero: lowest compared OMol25 entry of this formula, charge and spin): 0.0 kJ/mol
HOMO level: -4.9 eV

CARTESIAN COORDINATES (ANGSTROEM)
C 1.205 -0.637 1.445
F 1.147 -1.203 2.655
F 1.304 0.673 1.601
F 2.323 -1.053 0.828
S -0.317 -1.123 0.520
O -0.412 -2.556 0.759
O -1.277 -0.290 1.223
O -0.174 -0.753 -0.866
C -1.999 2.797 -2.445
F -2.696 3.916 -2.211
F -2.384 1.863 -1.599
F -2.307 2.379 -3.695
S -0.180 3.227 -2.347
O -0.101 4.458 -3.103
O 0.147 3.368 -0.936
O 0.509 2.114 -3.014
O -1.038 -5.043 -0.480
H -0.650 -4.253 -0.055
H -1.659 -4.674 -1.115
O -3.840 0.189 2.331
H -3.075 -0.319 2.001
H -3.869 0.951 1.740
O -0.892 -1.737 5.688
H -0.725 -2.334 4.935
H -1.813 -1.900 5.905
O -0.698 0.081 -4.540
H -0.353 0.869 -4.048
H -1.493 -0.168 -4.060
O 3.087 1.261 -1.936
H 3.171 0.312 -1.790
H 2.190 1.351 -2.318
O -1.378 -3.388 3.375
H -1.498 -4.341 3.316
H -1.053 -3.132 2.490
O 5.208 0.320 1.251
H 5.213 1.261 1.452
H 4.543 0.239 0.556
O -1.579 2.535 1.280
H -1.399 1.588 1.413
H -0.966 2.843 0.582
O 3.475 2.503 0.658
H 3.136 2.109 -0.170
H 2.684 2.635 1.192
O 0.305 -2.674 -2.935
H 0.254 -2.287 -2.042
H -0.074 -1.979 -3.489

natural (NBO) atomic charge list, values in e, 8 entries: number 1, C, carries 0.6991; number 2, F, carries -0.3198; number 3, F, carries -0.3117; number 4, F, carries -0.3330; number 5, S, carries 2.3667; number 6, O, carries -1.0452; number 7, O, carries -1.0293; number 8, O, carries -0.9757


2.
Formula: C2H20N4O8
Source: OMol25
Level of theory: ωB97M-V/def2-TZVPD

Summary:
Relative energy (zero: lowest compared OMol25 entry of this formula, charge and spin): 39.6 kJ/mol
HOMO level: -9.8 eV

CARTESIAN COORDINATES (ANGSTROEM)
N 1.409 -0.440 -3.587
C 1.717 0.099 -2.393
N 1.804 1.459 -2.350
O 1.807 -0.547 -1.333
H 1.480 0.137 -4.403
H 1.294 -1.435 -3.636
H 1.860 2.045 -3.160
H 1.847 1.835 -1.413
N -4.336 -3.080 -0.513
C -4.325 -1.714 -0.372
N -3.196 -1.236 0.239
O -5.242 -1.001 -0.757
H -5.157 -3.422 -0.980
H -3.566 -3.591 -0.142
H -3.180 -0.286 0.563
H -2.443 -1.869 0.409
O 2.381 0.933 3.383
H 2.695 1.263 4.231
H 1.423 1.033 3.424
O -0.459 -0.879 2.738
H -0.089 -1.687 3.111
H -1.077 -0.560 3.408
O -0.002 0.607 0.447
H 0.488 -0.045 -0.084
H -0.307 0.120 1.229
O 4.117 -1.249 0.038
H 3.347 -0.806 -0.370
H 4.845 -1.088 -0.568
O -1.650 2.872 0.449
H -1.986 2.943 -0.449
H -0.903 2.247 0.385
O 1.636 2.791 0.717
H 1.220 1.909 0.749
H 2.548 2.640 0.991

natural (NBO) atomic charge list, values in e, 8 entries: number 1, N, carries -0.8192; number 2, C, carries 0.7910; number 3, N, carries -0.8400; number 4, O, carries -0.7498; number 5, H, carries 0.3949; number 6, H, carries 0.4162; number 7, H, carries 0.3929; number 8, H, carries 0.4363


3.
Formula: C2H20O8
Source: OMol25
Level of theory: ωB97M-V/def2-TZVPD

Summary:
Relative energy (zero: lowest compared OMol25 entry of this formula, charge and spin): 342.8 kJ/mol
HOMO level: -6.8 eV

CARTESIAN COORDINATES (ANGSTROEM)
O 10.301 -31.057 12.560
H 11.094 -30.700 12.077
H 9.538 -31.273 11.956
H 9.956 -30.398 13.185
C 13.536 -28.675 10.138
C 13.263 -29.939 10.921
O 11.973 -30.287 10.568
H 13.314 -27.712 10.623
H 13.076 -28.707 9.187
H 14.583 -28.520 10.047
H 13.531 -29.925 11.944
H 13.905 -30.612 10.401
O 11.221 -28.108 12.382
H 11.844 -28.087 11.661
H 10.910 -27.205 12.451
O 10.047 -28.686 9.604
H 9.421 -28.692 10.308
H 10.800 -29.069 10.024
O 9.974 -31.228 8.171
H 9.312 -31.735 7.682
H 9.662 -31.092 9.006
O 8.479 -29.220 11.963
H 8.007 -28.426 12.194
H 7.742 -29.766 11.776
O 8.254 -31.737 10.679
H 7.517 -32.217 11.060
H 7.846 -31.345 9.900
O 9.684 -29.407 14.501
H 10.299 -28.792 14.934
H 9.045 -28.764 14.183

natural (NBO) atomic charge list, values in e, 8 entries: number 1, O, carries -0.8299; number 2, H, carries 0.5690; number 3, H, carries 0.5475; number 4, H, carries 0.5459; number 5, C, carries -0.6306; number 6, C, carries -0.0727; number 7, O, carries -0.9872; number 8, H, carries 0.1560


4.
Formula: C2H21O11
Source: OMol25
Level of theory: ωB97M-V/def2-TZVPD

Summary:
Total charge: -1
Relative energy (zero: lowest compared OMol25 entry of this formula, charge and spin): 122.9 kJ/mol
HOMO level: -6.8 eV

CARTESIAN COORDINATES (ANGSTROEM)
C 0.724 1.139 0.445
C -0.394 0.147 0.117
O -0.058 -0.991 -0.330
O -1.583 0.485 0.353
H 1.650 0.586 0.563
H 0.459 1.664 1.356
H 0.820 1.837 -0.388
O 1.053 -1.422 -2.927
H 0.806 -0.576 -3.317
H 0.986 -1.257 -1.970
O -2.613 -0.573 2.845
H -2.451 -1.496 2.589
H -2.597 -0.119 1.986
O -3.600 1.977 -0.881
H -3.198 2.211 -1.722
H -2.865 1.590 -0.359
O 4.483 1.432 0.239
H 4.704 1.949 1.019
H 3.970 0.684 0.580
O 2.806 -1.720 0.858
H 1.901 -1.519 0.557
H 3.231 -2.111 0.088
O -2.277 -1.326 -2.243
H -1.350 -1.306 -1.945
H -2.711 -0.710 -1.637
O 0.025 0.504 3.820
H -0.227 1.266 4.350
H -0.788 0.273 3.336
O 1.682 1.438 -3.218
H 0.835 1.853 -3.017
H 2.327 1.942 -2.709
O -1.988 -2.739 0.898
H -1.329 -2.092 0.575
H -2.432 -3.018 0.091

natural (NBO) atomic charge list, values in e, 8 entries: number 1, C, carries -0.7258; number 2, C, carries 0.8078; number 3, O, carries -0.8427; number 4, O, carries -0.8233; number 5, H, carries 0.2119; number 6, H, carries 0.2362; number 7, H, carries 0.2040; number 8, O, carries -0.9753


5.
Formula: C2H21O11
Source: OMol25
Level of theory: ωB97M-V/def2-TZVPD

Summary:
Total charge: -1
Relative energy (zero: lowest compared OMol25 entry of this formula, charge and spin): 173.7 kJ/mol
HOMO level: -7.0 eV

CARTESIAN COORDINATES (ANGSTROEM)
C 1.178 -0.880 0.056
C -0.121 -0.090 -0.198
O -0.373 0.362 -1.335
O -0.815 0.241 0.785
H 1.238 -1.902 -0.318
H 1.416 -0.941 1.118
H 1.978 -0.310 -0.416
O -0.392 -1.804 -3.195
H -1.042 -2.323 -2.721
H -0.289 -1.011 -2.670
O -3.021 -1.250 1.402
H -3.195 -1.741 0.599
H -2.201 -0.787 1.228
O -1.385 1.698 -3.752
H -0.434 1.736 -3.861
H -1.517 1.114 -3.005
O 1.206 2.723 -0.960
H 1.262 2.867 -0.016
H 0.856 1.837 -1.049
O 0.134 0.091 3.530
H -0.337 0.038 2.698
H 0.170 1.027 3.726
O 3.293 -3.140 -0.966
H 2.985 -3.658 -0.222
H 3.036 -3.649 -1.735
O -1.867 2.711 1.611
H -1.056 3.175 1.819
H -1.580 1.917 1.160
O 2.873 -1.484 3.716
H 2.139 -0.883 3.842
H 3.529 -0.966 3.248
O -2.910 1.744 -1.211
H -2.630 2.274 -1.957
H -2.125 1.263 -0.950

natural (NBO) atomic charge list, values in e, 8 entries: number 1, C, carries -0.7459; number 2, C, carries 0.8054; number 3, O, carries -0.8256; number 4, O, carries -0.8295; number 5, H, carries 0.2374; number 6, H, carries 0.2238; number 7, H, carries 0.2258; number 8, O, carries -0.9703


6.
Formula: C2H21O9
Source: OMol25
Level of theory: ωB97M-V/def2-TZVPD

Summary:
Total charge: -1
Relative energy (zero: lowest compared OMol25 entry of this formula, charge and spin): 75.8 kJ/mol
HOMO level: -5.6 eV

CARTESIAN COORDINATES (ANGSTROEM)
C 0.140 -0.514 -1.640
C -0.718 -0.783 -0.449
O 0.009 -0.320 0.660
H 1.088 -1.029 -1.607
H 0.465 0.514 -1.812
H -0.398 -0.714 -2.582
H -0.891 -1.807 -0.252
H -1.661 -0.097 -0.550
O -3.718 1.206 0.253
H -3.334 0.575 0.878
H -4.428 0.820 -0.265
O 2.592 0.211 0.022
H 1.669 0.101 0.348
H 2.625 1.033 -0.422
O 4.484 -0.622 -1.568
H 4.096 -0.131 -2.269
H 3.829 -0.423 -0.901
O 0.647 -2.934 1.326
H 0.289 -2.126 1.068
H 1.527 -2.705 1.077
O -2.118 -0.437 2.187
H -1.382 -0.380 1.513
H -1.978 -1.205 2.743
O -0.303 2.301 0.230
H -0.140 1.384 0.438
H -0.667 2.247 -0.660
O 1.424 0.071 3.295
H 2.017 -0.686 3.387
H 0.987 -0.153 2.492
O -1.738 2.347 -2.154
H -2.389 1.734 -1.771
H -2.026 2.520 -3.016

natural (NBO) atomic charge list, values in e, 8 entries: number 1, C, carries -0.6374; number 2, C, carries -0.0852; number 3, O, carries -1.0209; number 4, H, carries 0.2096; number 5, H, carries 0.2082; number 6, H, carries 0.1792; number 7, H, carries 0.1630; number 8, H, carries 0.1354


7.
Formula: C2H22NO14
Source: OMol25
Level of theory: ωB97M-V/def2-TZVPD

Summary:
Total charge: -3
HOMO level: 4.1 eV

CARTESIAN COORDINATES (ANGSTROEM)
O 3.221 -5.333 -0.301
C 2.618 -4.109 -0.616
C 3.349 -2.794 -1.193
O 4.259 -2.755 -2.305
H 2.011 -3.848 0.251
H 1.681 -4.246 -1.156
H 3.948 -2.427 -0.360
H 2.570 -2.046 -1.344
N -0.963 0.223 0.767
O -0.960 0.440 -0.441
O -0.491 1.095 1.497
O -1.414 -0.884 1.104
O 2.743 2.494 -1.560
H 1.911 2.915 -1.777
H 2.495 1.712 -1.066
O 1.059 -2.254 4.140
H 0.371 -1.922 3.564
H 1.198 -3.156 3.853
O -0.493 4.548 3.997
H -0.603 4.309 4.917
H -0.341 3.716 3.549
O -0.586 4.736 -1.212
H -0.855 4.404 -2.068
H -0.805 4.032 -0.601
O -0.907 1.930 -4.686
H -0.477 1.431 -5.381
H -0.895 1.345 -3.929
O -2.859 -4.033 -1.604
H -2.585 -4.835 -1.159
H -2.651 -3.332 -0.986
O -4.261 2.872 -2.423
H -4.752 2.117 -2.100
H -3.442 2.502 -2.753
O -3.863 -4.307 2.709
H -4.655 -4.096 2.216
H -3.179 -3.774 2.303
O 3.211 4.345 2.212
H 3.020 4.504 1.288
H 2.374 4.481 2.656

natural (NBO) atomic charge list, values in e, 8 entries: number 1, O, carries -1.0157; number 2, C, carries -0.0717; number 3, C, carries -0.0856; number 4, O, carries -1.0249; number 5, H, carries 0.0583; number 6, H, carries 0.0436; number 7, H, carries 0.0703; number 8, H, carries 0.0755


8.
Formula: C2H23O10
Source: OMol25
Level of theory: ωB97M-V/def2-TZVPD

Summary:
Total charge: -1
Relative energy (zero: lowest compared OMol25 entry of this formula, charge and spin): 613.9 kJ/mol
HOMO level: -4.6 eV

CARTESIAN COORDINATES (ANGSTROEM)
O 0.672 -0.056 -0.044
H -0.220 -0.447 0.043
H 1.414 -0.611 0.372
H 0.659 0.717 0.382
C 0.261 2.725 1.320
O 1.241 2.474 0.370
H 0.625 3.482 2.013
H 0.295 1.983 1.853
H -0.713 2.966 1.018
C -2.403 0.060 1.174
O -1.836 -0.840 0.291
H -3.425 -0.219 1.306
H -2.209 1.098 0.861
H -2.290 -0.051 2.305
O 2.675 -0.351 -2.134
H 3.090 0.541 -2.178
H 3.213 -0.909 -1.631
O 2.700 0.663 1.614
H 2.403 1.333 1.027
H 3.456 0.571 1.024
O -2.683 -2.785 1.943
H -2.394 -1.979 1.330
H -2.589 -3.602 1.278
O 0.108 -1.625 -2.694
H 0.949 -1.141 -2.333
H -0.592 -0.970 -2.558
O 2.139 -2.226 0.552
H 2.605 -2.430 1.324
H 1.990 -3.180 0.358
O -0.153 3.140 -1.938
H -0.238 4.129 -1.829
H 0.518 2.820 -1.308
O -3.031 -1.527 -2.040
H -3.476 -2.400 -1.830
H -2.760 -1.352 -1.242

natural (NBO) atomic charge list, values in e, 8 entries: number 1, O, carries -0.8036; number 2, H, carries 0.5498; number 3, H, carries 0.5546; number 4, H, carries 0.5318; number 5, C, carries -0.2281; number 6, O, carries -1.0291; number 7, H, carries 0.1133; number 8, H, carries 0.1263


9.
Formula: C2H23O10
Source: OMol25
Level of theory: ωB97M-V/def2-TZVPD

Summary:
Total charge: -1
Relative energy (zero: lowest compared OMol25 entry of this formula, charge and spin): 10.9 kJ/mol
HOMO level: -7.0 eV

CARTESIAN COORDINATES (ANGSTROEM)
O -7.098 -23.682 -1.565
H -6.140 -23.737 -1.445
C -2.597 -21.590 -3.068
C -3.981 -22.213 -3.068
O -4.677 -21.700 -1.962
H -2.671 -20.501 -3.001
H -2.008 -21.773 -3.970
H -2.005 -21.938 -2.221
H -3.886 -23.304 -3.064
H -4.481 -21.941 -4.008
H -5.564 -22.079 -1.923
O -8.502 -25.023 0.561
H -8.230 -24.559 1.355
H -7.910 -24.684 -0.141
O -6.791 -22.063 0.622
H -6.921 -22.509 -0.256
H -7.547 -22.346 1.142
O -5.968 -26.256 -2.168
H -6.237 -25.342 -1.930
H -6.468 -26.431 -2.970
O -4.422 -23.664 0.981
H -5.207 -23.081 0.992
H -4.762 -24.569 0.875
O -9.172 -21.696 -1.445
H -9.832 -21.869 -2.121
H -8.485 -22.369 -1.602
O -9.422 -25.862 -2.086
H -8.959 -25.088 -2.427
H -9.356 -25.769 -1.125
O -7.594 -23.664 -4.171
H -7.445 -23.616 -3.184
H -7.316 -22.806 -4.501
O -5.509 -26.222 0.499
H -5.573 -26.320 -0.476
H -5.397 -27.114 0.833

natural (NBO) atomic charge list, values in e, 8 entries: number 1, O, carries -1.2784; number 2, H, carries 0.4404; number 3, C, carries -0.6215; number 4, C, carries -0.0563; number 5, O, carries -0.7247; number 6, H, carries 0.2039; number 7, H, carries 0.1951; number 8, H, carries 0.2109


10.
Formula: C2H27O12
Source: OMol25
Level of theory: ωB97M-V/def2-TZVPD

Summary:
Total charge: -1
Relative energy (zero: lowest compared OMol25 entry of this formula, charge and spin): 161.2 kJ/mol
HOMO level: -6.6 eV

CARTESIAN COORDINATES (ANGSTROEM)
C 0.530 1.049 1.483
C -0.300 0.042 0.701
O 0.360 -0.293 -0.578
H -0.094 1.696 2.099
H 1.044 1.842 0.951
H 1.371 0.515 1.995
H -1.250 0.384 0.428
H -0.384 -0.854 1.365
O 2.434 1.008 -1.465
H 1.684 0.572 -0.983
H 2.289 1.064 -2.401
O -3.666 0.967 -0.788
H -3.162 0.187 -1.035
H -4.185 1.159 -1.615
O 3.696 -0.491 1.304
H 3.507 -1.204 1.828
H 2.933 0.059 1.390
O 1.524 3.972 -1.488
H 0.918 4.209 -0.831
H 1.541 3.027 -1.374
O -2.574 -2.093 1.844
H -2.409 -1.216 2.100
H -1.803 -2.537 1.481
O 0.872 -2.781 0.351
H 0.520 -3.182 -0.472
H 0.790 -1.846 0.035
O -0.592 1.830 -2.133
H -0.196 1.209 -1.547
H -1.489 1.625 -2.294
O -0.958 3.529 -0.072
H -0.741 3.063 -0.861
H -0.517 3.074 0.695
O -0.548 -3.769 3.720
H 0.255 -4.013 4.133
H -0.537 -2.862 3.587
O 1.284 -1.980 -2.502
H 0.908 -1.486 -1.792
H 2.221 -1.745 -2.537
O -2.133 -1.273 -1.442
H -1.358 -0.942 -0.970
H -1.784 -1.519 -2.310

natural (NBO) atomic charge list, values in e, 8 entries: number 1, C, carries -0.6472; number 2, C, carries -0.0989; number 3, O, carries -1.0358; number 4, H, carries 0.2049; number 5, H, carries 0.2134; number 6, H, carries 0.1843; number 7, H, carries 0.1704; number 8, H, carries 0.1549


11.
Formula: C2H2AuLiO2
Source: OMol25
Level of theory: ωB97M-V/def2-TZVPD

Summary:
Total charge: +3
Relative energy (zero: lowest compared OMol25 entry of this formula, charge and spin): 0.0 kJ/mol
⟨S²⟩: 3.76
Multiplicity: 4
HOMO level (spin up / spin down): -25.8 / -28.5 eV

CARTESIAN COORDINATES (ANGSTROEM)
H 0.823 0.841 -2.410
O -2.196 2.626 -1.276
C -1.787 1.514 -0.776
C -0.587 0.904 -0.900
O 0.338 1.494 -1.758
Li -4.006 2.892 -1.720
Au -0.270 3.337 -1.179
H -0.274 0.021 -0.347

Now the natural (NBO) charges, all in e: number 1, H, carries 0.6663; number 2, O, carries -0.6952; number 3, C, carries 0.5763; number 4, C, carries 0.1712; number 5, O, carries -0.6914; number 6, Li, carries 0.9952; number 7, Au, carries 1.6434; number 8, H, carries 0.3342


12.
Formula: C2H2B3ClF12HfO6
Source: OMol25
Level of theory: ωB97M-V/def2-TZVPD

Summary:
Total charge: -2
Relative energy (zero: lowest compared OMol25 entry of this formula, charge and spin): 0.0 kJ/mol
HOMO level: -3.9 eV

CARTESIAN COORDINATES (ANGSTROEM)
Hf -0.646 -0.046 0.097
Cl -3.414 -0.585 0.379
B 2.994 -0.534 -0.630
F 1.604 -0.215 -0.397
F 3.753 0.290 0.218
F 3.195 -1.881 -0.308
F 3.288 -0.266 -1.963
B -1.146 0.717 -2.873
F -1.554 -0.314 -3.697
F 0.094 0.327 -2.262
F -0.996 1.912 -3.536
F -1.938 0.868 -1.721
B -0.161 -0.023 3.050
F 0.761 0.173 2.026
F 0.088 -1.163 3.822
F -0.220 1.121 3.840
F -1.329 -0.235 2.312
O -0.521 4.143 0.679
C -0.511 2.831 0.570
O 0.352 2.201 -0.108
O -1.351 2.025 1.044
H -1.325 4.433 1.126
O -0.049 -4.167 -0.187
C -0.244 -2.863 -0.138
O -0.598 -2.153 -1.126
O -0.076 -2.190 0.908
H -0.050 -4.407 -1.126

natural (NBO) atomic charge list, values in e, 8 entries: number 1, Hf, carries 2.5737; number 2, Cl, carries -0.6718; number 3, B, carries 1.3733; number 4, F, carries -0.5649; number 5, F, carries -0.5671; number 6, F, carries -0.5665; number 7, F, carries -0.5602; number 8, B, carries 1.3533